Density functional theory data (ωB97M-V with the def2-TZVPD basis set) for C56H39BrN2O4PTa as an isolated structure in a non-equilibrium geometry.

The geometry in ORCA input format:
```
! wB97M-V def2-TZVPD RIJCOSX def2/J DEFGRID3
* xyz 0 1
Ta -0.108 0.547 0.285
Br -5.936 0.087 5.165
C -4.379 0.010 4.094
C -3.156 -0.324 4.677
C -2.010 -0.388 3.911
C -2.082 -0.116 2.545
O -0.992 -0.176 1.796
C -3.304 0.220 1.959
C -3.418 0.483 0.540
N -2.461 0.422 -0.319
C -2.807 0.567 -1.697
C -4.054 0.378 -2.231
C -4.275 0.525 -3.619
C -3.243 0.818 -4.460
C -1.931 0.959 -3.947
C -0.801 1.180 -4.768
C 0.435 1.243 -4.202
C 0.550 1.096 -2.806
N -0.480 0.909 -2.015
C -1.721 0.834 -2.564
C -4.458 0.282 2.748
H -3.109 -0.531 5.737
H -1.052 -0.642 4.341
H -4.425 0.740 0.212
H -4.883 0.079 -1.607
H -5.272 0.377 -4.007
H -3.403 0.913 -5.526
H -0.933 1.281 -5.838
H 1.327 1.389 -4.793
H 1.523 1.122 -2.328
H -5.407 0.540 2.295
C 7.441 0.248 -1.218
C 6.450 1.102 -1.685
C 5.132 0.897 -1.311
C 4.781 -0.146 -0.455
C 5.783 -0.994 0.009
C 7.103 -0.799 -0.373
P 3.016 -0.283 0.019
C 2.931 -1.958 0.727
C 3.053 -3.035 -0.152
C 2.911 -4.335 0.301
C 2.637 -4.575 1.643
C 2.513 -3.510 2.520
C 2.658 -2.205 2.066
C 2.860 0.818 1.446
C 3.907 1.299 2.227
C 3.630 2.116 3.311
C 2.308 2.423 3.616
C 1.272 1.938 2.829
C 1.519 1.142 1.704
H 8.471 0.397 -1.513
H 6.705 1.921 -2.344
H 4.362 1.565 -1.684
H 5.533 -1.811 0.673
H 7.870 -1.468 -0.006
H 3.246 -2.858 -1.202
H 3.002 -5.158 -0.396
H 2.517 -5.590 1.998
H 2.300 -3.691 3.566
H 2.549 -1.377 2.755
H 4.932 1.039 1.989
H 4.436 2.505 3.920
H 2.087 3.053 4.468
H 0.253 2.201 3.095
O 1.865 4.820 -1.014
C 0.833 5.408 -0.382
C 0.817 6.802 -0.343
C -0.212 7.464 0.292
C -1.250 6.763 0.909
C -1.234 5.386 0.876
C -0.205 4.691 0.232
C -0.236 3.225 0.234
O 0.653 2.554 -0.404
O -1.109 2.568 0.858
H 1.747 3.851 -0.935
H 1.627 7.339 -0.817
H -0.210 8.546 0.313
H -2.050 7.290 1.407
H -2.015 4.805 1.349
C 0.128 -1.311 -0.585
C 0.027 -2.213 -1.446
C -0.100 -3.125 -2.441
C -1.335 -3.926 -2.498
C -1.869 -4.388 -3.705
C -3.078 -5.067 -3.736
C -3.782 -5.303 -2.566
C -3.269 -4.840 -1.360
C -2.066 -4.158 -1.327
C 1.011 -3.242 -3.413
C 1.867 -2.154 -3.622
C 2.957 -2.247 -4.468
C 3.228 -3.438 -5.131
C 2.401 -4.531 -4.921
C 1.308 -4.438 -4.072
H -1.354 -4.181 -4.632
H -3.473 -5.406 -4.685
H -4.722 -5.839 -2.591
H -3.807 -5.015 -0.438
H -1.671 -3.797 -0.386
H 1.677 -1.233 -3.085
H 3.606 -1.390 -4.601
H 4.081 -3.515 -5.791
H 2.616 -5.472 -5.412
H 0.700 -5.313 -3.891
*
```

Summary:
Orbital gap (spin up / spin down) = 0.1889 / 0.1970 Ha
LUMO (spin up / spin down) = -1.046 / -0.973 eV
DFT total energy = -150760.08801 eV
Energy relative to the best compared isomer or geometry (same formula, charge and spin) = 0.000 eV
HOMO energy (spin up / spin down) = -6.1851 / -6.3333 eV